5 unconnected molecules or ions with the total composition C9H29NO5 at a distorted geometry. Source: the OMol25 dataset; level of theory: wB97M-V/def2-TZVPD.

* ΔE to the lowest compared entry with this formula, charge and spin: 4.770 eV
* total charge: +2
* HOMO level: -11.28 eV
* multiplicity: 1
* E: -21505.2948 eV
* LUMO energy: -8.45 eV

Atoms and positions in Å:
1 O 3.652 -5.597 1.725
2 H 3.235 -6.315 2.208
3 H 2.970 -4.924 1.684
4 H 3.792 -5.934 0.837
5 O 0.098 -5.846 -1.102
6 H -0.377 -6.537 -0.635
7 H 0.080 -5.082 -0.519
8 H 1.007 -6.133 -1.219
9 O -0.800 -4.531 5.093
10 H -1.014 -5.467 5.112
11 H -0.218 -4.270 5.810
12 H -0.515 -4.298 4.206
13 O 0.498 -3.208 1.655
14 H 0.723 -2.262 1.748
15 C -1.485 2.165 -2.890
16 C -0.284 1.750 -2.023
17 C 0.844 2.786 -2.195
18 C 0.626 4.042 -1.393
19 C 0.426 3.693 0.129
20 C -0.722 2.612 0.406
21 N -0.616 1.520 -0.590
22 O -1.625 0.527 -0.424
23 C -0.426 2.054 1.811
24 C -2.123 3.359 0.502
25 C 0.233 0.367 -2.564
26 H -1.870 3.153 -2.637
27 H -2.349 1.502 -2.861
28 H -1.258 2.259 -3.952
29 H 1.775 2.288 -1.927
30 H 0.925 3.015 -3.257
31 H -0.207 4.546 -1.884
32 H 1.528 4.629 -1.566
33 H 0.258 4.669 0.584
34 H 1.395 3.283 0.414
35 H 0.624 1.767 1.860
36 H -0.630 2.753 2.623
37 H -1.017 1.173 2.060
38 H -2.891 2.720 0.066
39 H -2.319 3.764 1.495
40 H -1.995 4.240 -0.126
41 H -0.481 -0.456 -2.572
42 H 1.138 -0.055 -2.127
43 H 0.473 0.378 -3.627
44 H -1.077 -0.096 0.057